(1)
Computed, not measured: a 2-piece molecular cluster, C3H5BrOS overall, with ωB97M-V/def2-TZVPD.

Results
E_HOMO: -8.8 eV
molecular weight: 169.0 Da
gap between HOMO and LUMO: 0.3330 Ha
2S+1: 1
SMILES: C#CC.OSBr

Geometry as XYZ:
```
11
Properties=species:S:1:pos:R:3:lowdin_charge:R:1
H -2.0967 2.0989 -1.7946 0.066
S -1.6293 -0.0568 -1.9515 0.328
H -1.7971 -1.5786 0.6419 0.032
C 0.0845 -0.3928 0.8677 -0.276
H 1.6372 0.9453 0.2586 0.121
C 1.2379 0.3142 1.1301 -0.121
C -0.9304 -1.0022 0.9245 0.046
H 1.2219 0.9220 2.0212 0.089
H 1.9348 -0.4391 1.2576 0.059
Br -2.7834 -0.4594 -3.6959 0.249
O -1.4538 1.5285 -2.2927 -0.593
```

(2)
Computed, not measured: a 2-piece molecular cluster, C3H5BrOS overall, with ωB97M-V/def2-TZVPD.

Results
E_HOMO: -8.7 eV
molecular weight: 169.0 Da
gap between HOMO and LUMO: 0.3435 Ha
2S+1: 1
SMILES: C#CBr.CSO

Geometry as XYZ:
```
11
Properties=species:S:1:pos:R:3:lowdin_charge:R:1
C -3.2528 -1.3547 0.8702 -0.750
C -2.3035 -1.0651 1.5689 0.034
H 3.7184 -0.6854 -0.2254 0.026
S 1.6999 0.0433 0.1933 0.779
O 2.8499 -0.8952 -0.6087 -0.492
H -1.6148 -0.9957 2.2627 -0.028
H 1.5684 1.7650 -1.7439 0.043
H 0.9405 2.3202 -0.1308 0.058
C 1.0574 1.4020 -0.8330 -0.433
H 0.0598 1.1581 -1.2406 0.018
Br -4.7233 -1.6925 -0.1127 0.744
```

Q: Which of them is the most stable? A: (1).

(1)
Computed, not measured: IMn as an isolated structure, with ωB97M-V/def2-TZVPD.

Results
total charge: +1
E_HOMO (spin up / spin down): -14.5 / -14.5 eV
molecular weight: 181.8 Da
gap between HOMO and LUMO (spin up / spin down): 0.2539 / 0.2548 Ha
⟨S²⟩: 8.763
2S+1: 6

Geometry as XYZ:
```
2
Properties=species:S:1:pos:R:3:lowdin_charge:R:1
Mn -0.6492 0.9769 0.5318 0.831
I 0.6492 -0.9769 -0.5318 0.169
```

(2)
Computed, not measured: IMn as an isolated structure, with ωB97M-V/def2-TZVPD.

Results
total charge: +1
E_HOMO (spin up / spin down): -14.1 / -14.1 eV
molecular weight: 181.8 Da
gap between HOMO and LUMO (spin up / spin down): 0.2228 / 0.2273 Ha
⟨S²⟩: 8.782
2S+1: 6

Geometry as XYZ:
```
2
Properties=species:S:1:pos:R:3:lowdin_charge:R:1
I -0.2823 0.8466 1.1314 0.025
Mn 0.2823 -0.8466 -1.1314 0.975
```

Q: Which of them is the most stable? A: (1).

(1)
Computed, not measured: an isolated ion of composition C4H8NO2 and charge -1, with ωB97M-V/def2-TZVPD.

Results
total charge: -1
E_HOMO: -2.7 eV
molecular weight: 102.1 Da
gap between HOMO and LUMO: 0.2355 Ha
2S+1: 1
SMILES: O=CCCNC[O-]

Geometry as XYZ:
```
15
Properties=species:S:1:pos:R:3:lowdin_charge:R:1
C 1.2751 -1.2445 -0.9262 -0.582
C -0.5931 1.0259 -0.0295 -0.155
O 1.9780 -2.3274 -0.8207 -0.306
O -2.8345 1.8304 -0.0907 0.008
C -2.0723 0.8910 -0.0869 -0.285
C 0.1189 0.0992 1.0068 -0.300
H -0.0923 0.8034 -0.9706 0.099
H 1.7046 -0.4912 -1.6367 0.068
H 0.1807 -1.3309 -1.1506 0.072
H 2.1534 -0.8287 0.7857 0.074
H -0.4001 2.0638 0.2128 0.104
H 0.3603 0.7566 1.8372 0.094
N 1.2863 -0.4467 0.4421 -0.101
H -0.5705 -0.6794 1.3816 0.096
H -2.4944 -0.1214 0.0456 0.116
```

(2)
Computed, not measured: an isolated ion of composition C4H8NO2 and charge -1, with ωB97M-V/def2-TZVPD.

Results
total charge: -1
E_HOMO: -3.5 eV
molecular weight: 102.1 Da
gap between HOMO and LUMO: 0.2772 Ha
2S+1: 1
SMILES: CN[C@@H](C)C(=O)[O-]

Geometry as XYZ:
```
15
Properties=species:S:1:pos:R:3:lowdin_charge:R:1
H 1.1083 -1.0202 0.2075 0.087
H -1.4373 -0.9605 0.7971 0.092
H 1.6977 1.6517 0.1244 0.084
C 0.4925 -0.2055 0.4501 -0.268
H 0.2925 1.6596 -0.9369 0.049
O -0.3308 -0.2232 2.7610 -0.034
O 1.5940 0.7878 2.2659 -0.049
H -2.4817 -0.6977 -1.3735 0.066
H 1.6690 0.5180 -1.2240 0.023
C 0.5345 0.2539 2.0737 -0.764
H -0.8745 -0.0509 -1.9463 0.041
C -1.3595 -0.7301 -1.2079 -0.178
C 1.0129 0.9617 -0.5238 -0.098
N -0.9791 -0.2482 0.1857 -0.114
H -0.9382 -1.6964 -1.6531 0.064
```

Q: Which of them is the most stable? A: (2).

(1)
Computed, not measured: one molecule with the formula C8H12N2O2, with ωB97M-V/def2-TZVPD.

Results
E_HOMO: -9.0 eV
molecular weight: 168.2 Da
gap between HOMO and LUMO: 0.3396 Ha
2S+1: 1
SMILES: CN1[C@@H]2CC=C[C@@]1([N+](=O)[O-])CC2

Geometry as XYZ:
```
24
Properties=species:S:1:pos:R:3:lowdin_charge:R:1
H -2.5594 -1.2209 0.0566 0.076
N 2.3245 -0.0098 -0.0462 -0.366
H -2.0572 0.6999 -1.4473 0.070
H -0.2039 2.2388 1.4480 0.087
O 2.9645 -0.6097 0.8041 0.101
H 0.0357 -0.3710 -2.3000 0.105
C 0.6194 -1.7970 -0.2747 -0.018
H -1.9227 -1.5489 1.6362 0.126
C -1.1971 0.2488 0.4761 -0.304
C -0.6771 -2.1449 -0.1034 -0.084
H 0.7616 1.2523 -1.8813 0.091
C -1.2011 0.9198 -0.9551 -0.098
C 0.6919 1.6150 1.3076 -0.036
H -1.0956 1.9927 -0.6487 0.118
N 0.1692 0.2813 0.9022 -0.110
H -1.8822 0.8964 1.1135 0.157
H 1.3265 1.5250 2.2356 0.111
H 1.4082 -2.5901 -0.6825 0.159
C -1.6777 -1.2472 0.6023 -0.109
H 1.1806 2.1664 0.5218 0.074
C 0.9220 -0.3001 -0.1742 -0.338
H -0.8557 -3.2540 -0.2946 0.119
O 2.7950 0.8362 -0.7520 0.096
C 0.1307 0.4209 -1.5441 -0.028
```

(2)
Computed, not measured: a 2-piece molecular cluster, C8H12N2O2 overall, with ωB97M-V/def2-TZVPD.

Results
E_HOMO: -9.5 eV
molecular weight: 168.2 Da
gap between HOMO and LUMO: 0.3630 Ha
2S+1: 1
SMILES: C#COC(C)(C)C.N#C/C=N\O

Geometry as XYZ:
```
24
Properties=species:S:1:pos:R:3:lowdin_charge:R:1
N 3.2241 -0.0287 -0.8084 0.185
C 3.0613 0.4600 0.2097 -0.211
C -1.0468 0.2228 -0.6388 -0.618
O 1.8741 -0.6361 2.6178 -0.008
H -1.8110 -1.5470 -1.3930 0.039
C 2.7270 1.1409 1.4115 -0.145
H -0.8855 -0.6251 -2.6954 0.134
H 2.9651 2.0982 1.3940 0.064
H -2.0615 1.0712 1.2191 0.070
H -2.6486 -0.4519 -2.1504 0.089
H -3.0623 0.8428 -0.0320 0.083
H 0.4232 -3.7294 1.0341 0.035
N 2.2644 0.6160 2.4745 -0.017
C -0.0195 -1.6409 0.3514 -0.265
H -2.2138 -0.6156 0.8790 0.120
O 0.0633 -0.4165 -0.0621 -0.029
H 0.0378 1.9767 -0.3157 0.064
H -1.2425 2.3876 -1.4370 0.112
C -2.1630 0.4229 0.3805 -0.021
C -0.4650 1.5564 -1.1978 -0.029
H 0.2974 1.3880 -2.1040 0.127
C -1.6345 -0.6129 -1.7880 -0.029
H 2.1412 -1.1698 1.7860 0.120
C 0.1750 -2.7098 0.8650 0.132
```

Q: Which of them is the most stable? A: (1).

(1)
Computed, not measured: one molecule with the formula C2H2ClF, with ωB97M-V/def2-TZVPD.

Results
E_HOMO: -10.1 eV
molecular weight: 80.5 Da
gap between HOMO and LUMO: 0.4043 Ha
2S+1: 1
SMILES: F/C=C/Cl

Geometry as XYZ:
```
6
Properties=species:S:1:pos:R:3:lowdin_charge:R:1
F -1.9889 -0.1919 -0.1448 -0.037
H -0.2462 -1.2888 0.2895 0.067
C 0.4059 0.5293 0.0928 -0.492
H 0.4314 1.5409 -0.1801 0.053
C -0.5696 -0.3335 0.0410 -0.184
Cl 1.9674 -0.2559 -0.0983 0.592
```

(2)
Computed, not measured: a 2-piece molecular cluster, C2H2ClF overall, with ωB97M-V/def2-TZVPD.

Results
E_HOMO: -10.6 eV
molecular weight: 80.5 Da
gap between HOMO and LUMO: 0.4067 Ha
2S+1: 1

Geometry as XYZ:
```
6
Properties=species:S:1:pos:R:3:lowdin_charge:R:1
C 0.3191 0.0092 -0.0015 0.010
H -0.2001 1.0017 -0.2231 0.122
C 1.6249 0.0863 0.0123 -0.693
Cl 3.0545 -0.6266 0.0047 0.846
F 2.1229 1.8311 -0.0132 -0.332
H -0.0468 -0.9414 0.1722 0.046
```

Q: Which of them is the most stable? A: (1).

(1)
Computed, not measured: a 2-piece molecular cluster, C7H8N2O2 overall, with ωB97M-V/def2-TZVPD.

Results
E_HOMO: -8.9 eV
molecular weight: 152.2 Da
gap between HOMO and LUMO: 0.3186 Ha
2S+1: 1
SMILES: CCOC(=O)C#N.C=C=C=N

Geometry as XYZ:
```
19
Properties=species:S:1:pos:R:3:lowdin_charge:R:1
H 2.6647 0.7745 -0.3914 0.081
O -1.6822 1.4077 -1.6047 0.101
H -2.3707 -2.7546 1.6758 0.066
H 1.1349 2.7223 -0.1891 0.130
H -3.3753 -1.2006 1.6114 0.036
C -2.1799 -1.5613 -0.0489 -0.108
H 1.3086 -0.3415 -0.1506 0.074
N -3.6784 1.1366 1.1396 0.205
C -2.6568 -1.8582 1.1351 0.038
H 1.8247 0.7262 1.1657 0.080
C -1.5954 1.4244 -0.3987 -0.509
C -2.7572 1.2569 0.4692 -0.091
C -1.5702 -1.4566 -1.1574 -0.222
H 0.5483 1.6299 -1.4709 0.120
C 0.7427 1.7231 -0.3979 -0.197
C 1.6978 0.6463 0.0882 -0.053
H -1.1436 -0.5146 -2.7927 0.068
O -0.4968 1.6068 0.3125 0.022
N -0.9693 -1.3329 -2.2128 0.158
```

(2)
Computed, not measured: one molecule with the formula C7H8N2O2, with ωB97M-V/def2-TZVPD.

Results
E_HOMO: -8.7 eV
molecular weight: 152.2 Da
gap between HOMO and LUMO: 0.3396 Ha
2S+1: 1
SMILES: NC(=O)Nc1ccccc1O

Geometry as XYZ:
```
19
Properties=species:S:1:pos:R:3:lowdin_charge:R:1
H 0.1163 -3.4123 -0.2163 0.109
C -0.1083 -2.3764 -0.0212 -0.014
H -2.6952 -0.7431 1.4402 0.098
C 1.0123 2.4105 -0.6233 -0.606
N 1.0081 1.0610 -0.6969 0.144
H -0.0662 2.5760 1.1205 0.112
C -1.0289 0.1491 0.4077 -0.043
C -1.2023 -2.1237 0.7532 -0.130
H 2.2608 -2.2566 -1.0544 0.086
O 1.9713 -1.3832 -0.8972 0.061
H -1.8199 -3.0254 1.0948 0.130
N -0.0325 3.0224 0.1317 0.050
C 0.6406 -1.2448 -0.5022 -0.215
H -1.2507 1.2433 0.7196 0.109
H -1.0759 3.1205 -0.2630 0.153
H 1.9698 0.8071 -0.9492 0.152
O 1.8966 3.0540 -1.1426 0.076
C -1.7401 -0.8769 0.9899 -0.087
C 0.1443 -0.0017 -0.2914 -0.185
```

(3)
Computed, not measured: C7H8N2O2 as an isolated structure, with ωB97M-V/def2-TZVPD.

Results
E_HOMO: -8.7 eV
molecular weight: 152.2 Da
gap between HOMO and LUMO: 0.2728 Ha
2S+1: 1

Geometry as XYZ:
```
19
Properties=species:S:1:pos:R:3:lowdin_charge:R:1
C 0.0840 1.4490 -0.1755 -0.050
H -2.5983 -1.6992 -0.3831 0.101
C 2.0317 0.1515 0.0237 -0.265
H -3.1036 -0.7082 1.4360 0.154
N -2.1213 0.4837 -0.3392 -0.098
C -0.1439 -0.9204 0.3972 0.022
H -0.4628 -1.8194 0.2592 0.033
C 1.2392 -0.9495 0.2878 0.011
N 3.3428 -0.0902 -0.1183 -0.214
C 1.4091 1.3684 0.1564 0.010
H -0.5532 2.3395 -0.5766 0.150
O 3.7529 -1.3264 -0.6158 -0.022
C -0.7314 0.3440 -0.0690 -0.239
H -4.2910 -0.5144 -0.2365 0.125
C -3.0328 -0.6216 0.0282 -0.177
H 2.1684 2.2519 -0.0193 0.168
O 4.1820 0.8083 0.3646 0.020
H -2.6145 1.4017 -0.6778 0.174
H 1.4426 -1.9488 0.2581 0.097
```

Q: Which of them is the most stable? A: (2).

(1)
Computed, not measured: one molecule with the formula C3H4Cl2S, with ωB97M-V/def2-TZVPD.

Results
E_HOMO: -9.2 eV
molecular weight: 143.0 Da
gap between HOMO and LUMO: 0.3117 Ha
2S+1: 1
SMILES: CC(=S)C(Cl)Cl

Geometry as XYZ:
```
10
Properties=species:S:1:pos:R:3:lowdin_charge:R:1
C -1.1652 0.5870 -0.1730 -1.117
Cl -1.9595 -0.1082 1.2508 0.590
S 1.1765 1.9025 -0.2630 0.785
H 0.6061 -1.6650 -0.2893 0.069
H 2.0890 -0.7551 -0.0642 0.066
C 0.3308 0.5478 -0.0709 -0.939
H -1.4455 1.6466 -0.2504 0.052
C 1.0402 -0.7844 0.1916 -0.147
H 0.9605 -0.9300 1.2464 0.063
Cl -1.6327 -0.4413 -1.5779 0.578
```

(2)
Computed, not measured: one molecule with the formula C3H4Cl2S, with ωB97M-V/def2-TZVPD.

Results
E_HOMO: -8.9 eV
molecular weight: 143.0 Da
gap between HOMO and LUMO: 0.3124 Ha
2S+1: 1
SMILES: S=CCC(Cl)Cl

Geometry as XYZ:
```
10
Properties=species:S:1:pos:R:3:lowdin_charge:R:1
S -2.5725 0.1150 -0.7364 0.702
H 0.0127 -1.2882 0.8396 0.107
H -0.6600 0.3497 1.3731 0.122
H 1.6040 0.8682 1.1014 0.087
C 1.0921 0.5379 0.1680 -1.064
Cl 0.3297 1.9392 -0.6245 0.600
Cl 2.0965 -0.4399 -0.9063 0.602
H -0.6135 -1.2934 -1.2108 0.072
C -0.1705 -0.2581 0.5474 -0.446
C -1.1186 -0.5305 -0.5515 -0.782
```

Q: Which of them is the most stable? A: (1).